Molecular formula: C4H6O
Method: DFT, wB97M-V/def2-TZVPD

highest occupied orbital energy = -9.501 eV
total charge = 0
SMILES string = CC#CCO
Kohn-Sham gap = 0.374 Ha
relative energy (zero: lowest compared OMol25 entry of this formula, charge and spin) = 326.4 kJ/mol

Each line ends with the Löwdin charge.
CARTESIAN COORDINATES (ANGSTROEM)
H1 -2.798 -0.440 -0.862  0.1276
H2 -2.534 1.462 -0.096  0.1183
O1 2.534 0.697 0.058  -0.1128
C1 0.405 -0.352 -0.090  -0.0403
H3 2.250 -1.093 0.918  0.1259
H4 2.146 -1.246 -0.750  0.1197
C2 -2.202 0.258 0.057  -0.1761
C3 1.852 -0.512 0.058  -0.3429
H5 1.874 1.450 -0.429  0.1982
C4 -0.785 -0.208 -0.042  -0.1384
H6 -2.741 -0.016 1.180  0.1209

Molecular formula: C4H6O
Method: DFT, wB97M-V/def2-TZVPD

highest occupied orbital energy (alpha / beta) = -9.249 / -9.249 eV
total charge = 0
SMILES string = C=C=COC
Kohn-Sham gap (alpha / beta) = 0.349 / 0.349 Ha
relative energy (zero: lowest compared OMol25 entry of this formula, charge and spin) = 370.6 kJ/mol

Each line ends with the Löwdin charge.
CARTESIAN COORDINATES (ANGSTROEM)
C1 1.596 -0.667 -0.189  -0.0498
H1 -1.526 1.491 -0.898  0.0815
H2 1.418 1.286 -1.235  0.1036
O1 -0.004 0.836 0.273  -0.2316
H3 -1.998 0.451 0.475  0.0908
H4 1.034 -1.035 1.813  0.0873
C2 1.126 0.512 -0.533  -0.1900
H5 0.018 -1.868 0.504  0.0810
C3 0.893 -1.274 0.761  0.0558
C4 -1.259 0.605 -0.323  -0.1206
H6 -1.276 -0.281 -0.981  0.0922

Molecular formula: C4H6O2
Method: DFT, wB97M-V/def2-TZVPD

highest occupied orbital energy = -9.771 eV
total charge = 0
Kohn-Sham gap = 0.393 Ha
relative energy (zero: lowest compared OMol25 entry of this formula, charge and spin) = 187.0 kJ/mol

Each line ends with the Löwdin charge.
CARTESIAN COORDINATES (ANGSTROEM)
H1 -2.206 -0.908 -1.107  0.1342
C1 -1.520 -0.037 -1.075  -0.1909
H2 -0.057 1.540 0.536  0.1165
C2 0.623 0.762 0.176  -0.0765
H3 1.482 1.221 -0.315  0.1123
C3 0.868 -0.352 1.200  -0.1638
H4 0.659 -0.126 2.248  0.1156
H5 1.851 -0.835 1.108  0.1184
O1 -0.153 -1.178 0.601  -0.0865
C4 -0.134 -0.339 -0.563  -0.3066
O2 -1.862 1.061 -1.439  0.0698
H6 0.450 -0.809 -1.371  0.1576

Molecular formula: C4H6O2
Method: DFT, wB97M-V/def2-TZVPD

highest occupied orbital energy = -10.613 eV
total charge = 0
SMILES string = O=COC1CC1
Kohn-Sham gap = 0.430 Ha
relative energy (zero: lowest compared OMol25 entry of this formula, charge and spin) = 159.5 kJ/mol

Each line ends with the Löwdin charge.
CARTESIAN COORDINATES (ANGSTROEM)
H1 2.556 0.645 -0.621  0.1398
C1 -1.350 -0.433 -0.639  -0.0821
O1 2.071 0.271 1.341  0.0938
H2 -2.204 -0.997 -0.309  0.1005
C2 -0.118 -0.622 0.142  -0.3363
H3 -0.551 1.602 -0.268  0.1186
H4 -0.078 -1.261 1.015  0.1531
C3 1.980 0.144 0.143  -0.3352
H5 -1.326 0.858 1.200  0.1045
H6 -1.236 -0.277 -1.707  0.1148
C4 -0.850 0.681 0.244  -0.0871
O2 1.105 -0.612 -0.539  0.0156

Molecular formula: C4H6O2
Method: DFT, wB97M-V/def2-TZVPD

highest occupied orbital energy = -9.888 eV
total charge = 0
Kohn-Sham gap = 0.377 Ha
relative energy (zero: lowest compared OMol25 entry of this formula, charge and spin) = 329.2 kJ/mol

Each line ends with the Löwdin charge.
CARTESIAN COORDINATES (ANGSTROEM)
C1 0.325 -0.462 -0.180  -0.3597
C2 0.316 0.437 1.138  -0.1914
H1 1.389 -1.226 -1.873  0.1490
H2 0.556 0.777 -2.230  0.1628
O1 1.213 1.152 1.483  0.0602
H3 2.194 0.492 -0.988  0.1147
C3 -1.096 -0.398 -0.706  -0.2887
C4 1.157 -0.061 -1.348  -0.1328
H4 -0.755 0.500 1.690  0.1609
O2 -2.041 -0.638 -0.007  0.0459
H5 -1.359 -0.237 -1.841  0.1471
H6 0.384 -1.513 0.005  0.1321

Molecular formula: C4H6O2
Method: DFT, wB97M-V/def2-TZVPD

highest occupied orbital energy = -9.771 eV
total charge = 0
SMILES string = O=CCCC=O
Kohn-Sham gap = 0.388 Ha
relative energy (zero: lowest compared OMol25 entry of this formula, charge and spin) = 119.1 kJ/mol

Each line ends with the Löwdin charge.
CARTESIAN COORDINATES (ANGSTROEM)
H1 -0.773 1.536 0.796  0.1176
H2 1.986 1.216 -0.226  0.1239
C1 1.207 0.883 0.487  -0.2833
O1 1.495 0.483 1.588  0.0539
C2 -0.233 1.003 0.008  -0.1409
H3 -1.748 -0.521 0.479  0.1104
H4 -0.262 1.620 -0.892  0.1075
O2 1.101 -1.508 -0.718  0.0573
H5 -0.414 -2.477 0.190  0.1249
H6 -1.408 -0.341 -1.230  0.1226
C3 -0.939 -0.351 -0.236  -0.1418
C4 -0.011 -1.543 -0.247  -0.2523

Molecular formula: C4H6O2
Method: DFT, wB97M-V/def2-TZVPD

highest occupied orbital energy = -10.821 eV
total charge = 0
SMILES string = C1CC1.O=C=O
Kohn-Sham gap = 0.426 Ha
relative energy (zero: lowest compared OMol25 entry of this formula, charge and spin) = 50.0 kJ/mol

Each line ends with the Löwdin charge.
CARTESIAN COORDINATES (ANGSTROEM)
H1 -1.319 0.820 -0.675  0.1062
C1 0.265 -0.692 -0.193  -0.1990
H2 -1.130 -1.639 1.218  0.0986
H3 0.548 -0.791 -1.237  0.0988
H4 1.099 -0.826 0.495  0.1062
C2 -0.864 0.264 0.143  -0.1759
C3 -1.070 -1.213 0.223  -0.1644
H5 -1.671 -1.694 -0.539  0.0964
C4 1.645 1.636 -0.169  -0.4422
O1 1.291 2.011 0.875  0.1884
H6 -0.832 0.826 1.072  0.0928
O2 2.039 1.297 -1.212  0.1942

Molecular formula: C4H6O2
Method: DFT, wB97M-V/def2-TZVPD

highest occupied orbital energy = -10.389 eV
total charge = 0
SMILES string = O=C1CCCO1
Kohn-Sham gap = 0.414 Ha
relative energy (zero: lowest compared OMol25 entry of this formula, charge and spin) = 44.2 kJ/mol

Each line ends with the Löwdin charge.
CARTESIAN COORDINATES (ANGSTROEM)
H1 -0.290 -0.710 1.414  0.1215
O1 0.172 1.484 0.044  0.0038
C1 1.258 0.643 -0.051  -0.4802
C2 0.759 -0.726 -0.509  -0.0553
O2 2.354 0.990 0.288  0.1306
H2 -1.659 0.964 0.957  0.1229
H3 1.562 -1.480 -0.413  0.1262
H4 -1.418 -1.380 0.225  0.1191
H5 -1.642 0.878 -0.816  0.1291
C3 -0.561 -0.702 0.347  -0.1505
C4 -1.038 0.716 0.091  -0.1907
H6 0.503 -0.677 -1.577  0.1234

Molecular formula: C4H6O2
Method: DFT, wB97M-V/def2-TZVPD

highest occupied orbital energy = -9.673 eV
total charge = 0
SMILES string = O=C1CC[C@@H]1O
Kohn-Sham gap = 0.387 Ha
relative energy (zero: lowest compared OMol25 entry of this formula, charge and spin) = 159.4 kJ/mol

Each line ends with the Löwdin charge.
CARTESIAN COORDINATES (ANGSTROEM)
H1 1.629 1.676 0.007  0.1006
H2 -1.189 0.769 -1.005  0.1277
O1 2.064 -0.419 -0.518  0.1291
H3 -0.607 -1.965 0.325  0.0961
H4 -2.018 0.076 0.508  0.1194
H5 -0.344 -1.545 -1.473  0.1303
O2 0.745 1.871 0.398  -0.0259
C1 0.133 0.625 0.653  -0.3212
C2 -1.086 0.138 -0.103  -0.0999
H6 0.079 0.483 1.717  0.1461
C3 -0.352 -1.237 -0.393  -0.0507
C4 0.946 -0.471 -0.117  -0.3516

Molecular formula: C4H6O2
Method: DFT, wB97M-V/def2-TZVPD

highest occupied orbital energy = -8.884 eV
total charge = 0
Kohn-Sham gap = 0.343 Ha
relative energy (zero: lowest compared OMol25 entry of this formula, charge and spin) = 260.1 kJ/mol

Each line ends with the Löwdin charge.
CARTESIAN COORDINATES (ANGSTROEM)
H1 0.311 -0.538 -2.371  0.0746
H2 1.866 -0.258 -1.594  0.0811
H3 0.820 0.738 0.438  0.1112
H4 -0.786 0.701 -0.004  0.1315
O1 -0.638 -2.061 0.162  0.1049
C1 -0.953 0.075 1.993  -0.1203
C2 0.190 0.201 -0.270  -0.2082
C3 0.833 0.114 -1.664  -0.0652
H5 0.903 1.112 -2.114  0.0727
O2 -0.342 1.058 2.332  0.0088
C4 -0.368 -0.940 0.472  -0.2965
H6 -1.835 -0.202 2.622  0.1055

Molecular formula: C4H6O2
Method: DFT, wB97M-V/def2-TZVPD

highest occupied orbital energy = -8.005 eV
total charge = 0
Kohn-Sham gap = 0.298 Ha
relative energy (zero: lowest compared OMol25 entry of this formula, charge and spin) = 559.3 kJ/mol

Each line ends with the Löwdin charge.
CARTESIAN COORDINATES (ANGSTROEM)
O1 1.406 -1.007 0.359  0.0321
H1 0.423 2.078 -0.943  0.1048
C1 0.614 1.434 -0.082  -0.0920
H2 -1.461 -1.772 0.561  0.0868
H3 -1.443 0.844 0.301  0.0648
C2 -0.216 -0.590 -1.267  -0.0241
H4 1.562 1.638 0.417  0.1093
H5 1.083 -1.123 1.270  0.1108
C3 0.501 -0.115 -0.193  -0.6094
C4 -0.419 0.733 0.671  -0.0952
H6 -1.298 -1.221 1.044  0.0574
O2 -0.853 -0.998 -2.137  0.2546

Molecular formula: C4H6O2
Method: DFT, wB97M-V/def2-TZVPD

highest occupied orbital energy = -10.121 eV
total charge = 0
SMILES string = C[C@@]1(C=O)CO1
Kohn-Sham gap = 0.402 Ha
relative energy (zero: lowest compared OMol25 entry of this formula, charge and spin) = 181.7 kJ/mol

Each line ends with the Löwdin charge.
CARTESIAN COORDINATES (ANGSTROEM)
H1 0.404 2.073 -0.422  0.1171
H2 -1.923 -0.681 -0.172  0.0883
H3 -1.385 1.662 -0.176  0.1256
C1 0.058 0.026 0.192  -0.4630
O1 1.975 -1.301 -0.362  0.0781
H4 -0.654 -1.347 -1.217  0.0983
C2 -0.899 -1.062 -0.187  -0.0003
C3 -0.340 1.422 0.025  -0.0964
O2 -0.132 0.891 1.318  -0.0020
H5 2.179 0.535 0.482  0.1421
H6 -0.811 -1.946 0.444  0.0910
C4 1.528 -0.271 0.075  -0.1787

Q: What is the relative energy (zero: lowest compared OMol25 entry of this formula, charge and spin) in the sixth record?
A: 119.1 kJ/mol

Q: The highest relative energy (zero: lowest compared OMol25 entry of this formula, charge and spin) belongs to which entry?
A: number 11